(1)
{"formula": "C23H43F5GeN2O3RuSi3", "method": "ωB97M-V/def2-TZVPD", "elements": ["Ru", "C", "N", "C", "C", "O", "C", "O", "C", "C", "O", "N", "C", "C", "H", "H", "H", "H", "H", "H", "H", "H", "H", "H", "H", "H", "H", "H", "H", "H", "C", "Si", "C", "C", "Ge", "Si", "C", "C", "C", "Si", "C", "C", "C", "H", "H", "H", "H", "H", "H", "H", "H", "H", "H", "H", "H", "H", "H", "H", "H", "H", "H", "H", "H", "H", "H", "H", "H", "H", "H", "H", "F", "C", "C", "C", "F", "C", "F", "C", "F", "C", "F"], "coordinates": [[0.06706, 0.62905, 0.53411], [0.68611, -0.50654, 5.15373], [1.51919, 0.50330, 4.50346], [2.30069, 1.36980, 5.38579], [1.49012, 0.65985, 3.19215], [0.84391, -0.11341, 2.44087], [2.30986, 1.80685, 2.61575], [1.88138, 2.10259, 1.29590], [2.89359, 2.28825, 0.32405], [3.07822, 1.00445, -0.48791], [2.24316, 0.08658, -0.36459], [4.12149, 0.93627, -1.30223], [4.36494, -0.26545, -2.09835], [5.10543, 1.99834, -1.47605], [1.30983, -1.24707, 5.65342], [0.04955, -0.01990, 5.89239], [0.06924, -1.00186, 4.41276], [2.36259, 0.90042, 6.36258], [3.31547, 1.50724, 5.01630], [1.82631, 2.34582, 5.50477], [2.17210, 2.69839, 3.22964], [3.36621, 1.52440, 2.63795], [2.55254, 3.08087, -0.34512], [3.82518, 2.60484, 0.79298], [3.62548, -1.01850, -1.85419], [4.30162, -0.01886, -3.15874], [5.36216, -0.64949, -1.88317], [4.71972, 2.96995, -1.17890], [6.01332, 1.78269, -0.90966], [5.37051, 2.05301, -2.53025], [-4.15915, 0.78241, -0.67286], [-3.28870, -0.26385, -1.98238], [-2.63074, 0.70919, -3.45655], [-4.26106, -1.78872, -2.48314], [-1.20797, -0.89230, -0.67360], [0.29807, -2.43927, -2.13737], [-0.94784, -3.67642, -2.79490], [1.56289, -3.18312, -0.96455], [0.96239, -1.19893, -3.37655], [-1.83403, -2.29499, 1.45346], [-2.49043, -0.94313, 2.59567], [-3.15564, -3.44635, 0.78301], [-0.31061, -3.17983, 2.10886], [-4.52779, 1.71695, -1.10098], [-3.48545, 1.03655, 0.14730], [-5.01713, 0.25300, -0.25436], [-3.11685, 1.68399, -3.53312], [-2.82528, 0.17525, -4.38874], [-1.55631, 0.87527, -3.38651], [-5.19096, -1.45941, -2.95590], [-4.52995, -2.42306, -1.63908], [-3.72854, -2.39983, -3.21147], [-1.39487, -4.25995, -1.98916], [-0.45843, -4.37672, -3.47753], [-1.74442, -3.17927, -3.34769], [1.15751, -4.05043, -0.44322], [1.87896, -2.44499, -0.22854], [2.44561, -3.51747, -1.51645], [0.21288, -0.95990, -4.13256], [1.84258, -1.59048, -3.89265], [1.24399, -0.27643, -2.86844], [-3.48568, -0.61529, 2.29113], [-1.83097, -0.07689, 2.57780], [-2.56322, -1.29152, 3.62903], [-4.02361, -2.88882, 0.43043], [-3.49382, -4.12228, 1.57309], [-2.77792, -4.05839, -0.03691], [0.56262, -2.53415, 2.06021], [-0.10359, -4.09183, 1.54824], [-0.46353, -3.46617, 3.15301], [-1.81614, 2.42661, 1.54233], [-1.54473, 2.93135, 0.30871], [-0.76766, 2.14827, -0.53913], [-0.46989, 2.70727, -1.76765], [0.32171, 2.02160, -2.61165], [-0.94650, 3.94521, -2.15983], [-0.63827, 4.43570, -3.34935], [-1.75330, 4.67176, -1.29400], [-2.22804, 5.84129, -1.66177], [-2.05600, 4.16377, -0.03577], [-2.81117, 4.85290, 0.80264]], "forces_ev_per_a": [[1.33, -0.22, -0.09], [-0.06, -0.14, 0.03], [-0.11, -0.03, -0.25], [0.09, 0.18, 0.01], [0.26, -0.02, 0.38], [-0.37, 0.27, -0.38], [-0.11, 0.09, -0.03], [-0.19, -0.09, 0.23], [-0.05, -0.08, -0.10], [0.15, 0.15, 0.02], [-0.39, 0.08, 0.06], [-0.15, -0.21, -0.05], [-0.01, -0.01, -0.02], [0.12, 0.11, 0.06], [0.04, 0.04, -0.01], [0.02, 0.01, 0.00], [0.00, 0.01, -0.02], [0.00, -0.05, -0.01], [-0.01, -0.04, 0.00], [-0.03, -0.04, 0.01], [0.08, 0.01, 0.00], [0.01, -0.01, 0.01], [0.03, 0.04, 0.02], [-0.02, 0.02, 0.00], [-0.01, -0.02, 0.03], [0.01, 0.00, 0.02], [0.00, 0.02, 0.01], [-0.01, -0.04, -0.04], [-0.03, -0.01, 0.01], [-0.04, 0.02, 0.00], [0.06, -0.16, -0.14], [0.44, 0.11, 0.10], [-0.16, -0.14, 0.12], [0.16, 0.19, 0.08], [-0.92, -0.64, -0.22], [-0.06, -0.14, 0.16], [0.21, 0.26, 0.06], [-0.22, 0.16, -0.21], [-0.19, -0.11, 0.19], [0.30, 0.24, -0.04], [0.02, -0.31, -0.19], [0.19, 0.23, 0.04], [-0.33, 0.09, -0.10], [0.02, -0.01, -0.05], [-0.07, 0.02, 0.00], [0.02, -0.04, 0.00], [-0.02, 0.00, 0.03], [0.00, -0.03, 0.02], [-0.05, -0.01, -0.04], [0.00, 0.04, 0.01], [0.00, 0.04, -0.01], [-0.01, 0.05, -0.01], [0.02, 0.01, 0.01], [0.06, 0.01, 0.01], [0.05, -0.01, -0.02], [-0.05, 0.03, -0.02], [0.08, 0.01, 0.00], [-0.02, 0.03, -0.06], [-0.03, 0.00, 0.03], [0.00, -0.10, 0.04], [0.05, 0.00, -0.03], [0.02, 0.01, -0.05], [0.00, 0.06, 0.10], [0.01, -0.08, -0.01], [0.01, -0.01, 0.04], [0.04, 0.02, 0.06], [-0.01, 0.00, 0.01], [0.07, 0.03, 0.03], [-0.04, 0.02, -0.02], [-0.05, 0.00, 0.00], [-0.08, 0.16, -0.05], [0.04, -0.24, -0.09], [-0.28, 0.39, 0.38], [0.06, -0.32, 0.17], [0.11, 0.08, -0.15], [0.01, -0.07, 0.01], [0.00, 0.06, -0.10], [0.03, -0.14, 0.05], [-0.04, 0.16, -0.05], [0.03, -0.06, -0.02], [-0.05, 0.07, 0.03]], "mulliken_spin": [2.806, 0.001, 0.014, -0.001, 0.024, 0.091, -0.004, 0.024, -0.018, 0.001, 0.072, 0.007, 0.003, 0.001, 0.000, 0.000, -0.001, 0.000, 0.000, 0.001, 0.002, 0.000, 0.001, -0.001, -0.001, 0.001, 0.001, 0.000, 0.000, 0.000, 0.051, 0.089, 0.015, 0.006, 0.338, 0.206, 0.011, 0.031, 0.067, 0.184, 0.034, 0.036, 0.006, 0.010, -0.006, 0.003, 0.004, -0.001, 0.003, 0.002, -0.002, -0.002, -0.001, 0.008, -0.001, -0.003, -0.011, 0.008, -0.002, 0.014, -0.024, 0.000, 0.001, 0.010, -0.004, 0.011, -0.004, 0.001, -0.001, 0.002, -0.015, -0.123, 0.224, -0.193, -0.020, -0.017, 0.000, 0.038, 0.004, -0.007, 0.001], "spin_multiplicity": 5, "e_homo_ev": [-13.577, -13.508], "gap_ha": [0.289, 0.201], "lumo_energy_ev": [-5.72, -8.03], "charge": 2, "mol_weight_g_mol": 748.54}


(2)
{"formula": "C2H2OS", "method": "ωB97M-V/def2-TZVPD", "elements": ["C", "C", "O", "S", "H", "H"], "coordinates": [[0.82436, 0.15183, -0.45047], [-0.88158, -0.21104, 0.41819], [0.87885, -0.17547, -1.59092], [-1.16272, 0.41605, 1.82938], [1.70490, 0.70530, 0.03192], [-1.36381, -0.88666, -0.23810]], "forces_ev_per_a": [[-2.20, -0.36, 0.31], [4.67, 1.43, -0.64], [0.10, 0.00, 0.37], [-0.50, -0.02, 0.21], [-1.21, -0.51, 0.26], [-0.85, -0.55, -0.50]], "lowdin_charge": [-0.200, -0.606, 0.008, 0.677, 0.114, 0.006], "e_homo_ev": -8.564, "gap_ha": 0.287, "lumo_energy_ev": -0.75, "charge": 0, "mol_weight_g_mol": 74.10}


(3)
{"formula": "C17H12ClI2N2O9RhS", "method": "ωB97M-V/def2-TZVPD", "elements": ["Rh", "I", "C", "C", "C", "I", "C", "C", "C", "C", "N", "C", "C", "O", "H", "H", "H", "H", "O", "Cl", "O", "O", "O", "C", "O", "H", "H", "H", "H", "O", "S", "O", "N", "C", "O", "C", "C", "C", "C", "C", "C", "H", "H", "H", "H"], "coordinates": [[0.41566, -0.25779, 0.24265], [0.93894, 4.57728, -1.45234], [2.30441, 3.23349, -0.66362], [3.65802, 3.58968, -0.54133], [4.58681, 2.73811, -0.00067], [6.57047, 3.36660, 0.14508], [4.18598, 1.45839, 0.45022], [5.02280, 0.48975, 1.05127], [4.51257, -0.70962, 1.46412], [3.14885, -0.98175, 1.27452], [2.35359, -0.10287, 0.71429], [2.82766, 1.11217, 0.30304], [1.85283, 1.99214, -0.25155], [0.59683, 1.61816, -0.31310], [3.96299, 4.56961, -0.88256], [6.07322, 0.71206, 1.18373], [5.13994, -1.45521, 1.93011], [2.69674, -1.91700, 1.58071], [0.45809, -2.37136, 0.44328], [1.08484, -2.62827, -0.92288], [0.25924, -3.51326, -1.68124], [-2.82828, -2.45145, -1.73866], [0.99400, -1.20214, -1.49175], [0.58597, 1.14909, 2.97588], [-0.21345, 0.38675, 2.06705], [0.03985, 1.23447, 3.91374], [0.79690, 2.14122, 2.57306], [1.51368, 0.60953, 3.14829], [-1.14336, 0.76959, 1.95177], [-4.96559, 1.25080, 2.14846], [-4.02234, 0.17838, 2.22466], [-3.62540, -0.30932, 3.51549], [-2.66705, 0.52798, 1.34752], [-2.50488, -0.31678, 0.34746], [-1.50342, -0.29664, -0.43269], [-3.59789, -1.31148, 0.18598], [-3.74172, -2.32437, -0.75923], [-4.85078, -3.16407, -0.64398], [-5.77662, -2.99372, 0.37433], [-5.64075, -1.98354, 1.32097], [-4.53849, -1.17116, 1.19135], [-2.98269, -3.26514, -2.23162], [-4.98873, -3.95810, -1.36900], [-6.62414, -3.66480, 0.42746], [-6.35841, -1.84980, 2.11751]], "forces_ev_per_a": [[-0.28, 0.20, -0.28], [-0.01, 0.01, -0.01], [0.00, -0.03, 0.00], [0.01, -0.01, 0.00], [-0.02, 0.01, -0.01], [-0.01, -0.01, 0.00], [0.03, 0.00, 0.01], [-0.01, -0.02, 0.00], [0.01, 0.03, -0.01], [0.00, -0.05, 0.05], [0.13, 0.16, -0.02], [0.08, 0.00, 0.02], [0.00, 0.16, 0.05], [0.16, -0.06, 0.06], [0.00, 0.00, 0.00], [0.00, 0.00, 0.00], [0.00, 0.00, 0.00], [0.02, 0.01, 0.00], [-0.17, 0.00, 0.30], [0.04, -0.16, -0.13], [-0.03, 0.04, -0.05], [0.07, -0.03, -0.04], [-0.07, 0.11, -0.04], [-0.06, 0.11, -0.11], [0.14, 0.05, 0.14], [0.00, 0.02, 0.00], [0.02, -0.02, 0.00], [-0.01, 0.00, 0.01], [-0.08, -0.30, -0.04], [-0.03, 0.03, 0.00], [0.17, -0.05, -0.05], [-0.05, 0.01, 0.00], [0.00, -0.14, 0.06], [-0.04, 0.38, -0.02], [0.09, -0.54, 0.11], [-0.02, 0.02, -0.10], [-0.08, 0.03, 0.10], [-0.02, 0.01, 0.03], [-0.02, -0.04, -0.04], [0.02, 0.03, 0.03], [0.01, 0.00, -0.03], [-0.01, 0.03, -0.01], [0.00, 0.00, 0.00], [0.00, 0.00, 0.00], [0.01, 0.01, 0.00]], "lowdin_charge": [1.250, 0.964, -0.653, -0.213, -0.673, 0.931, -0.201, -0.019, -0.022, -0.092, -0.035, -0.130, -0.412, -0.190, 0.081, 0.068, 0.114, 0.119, -0.514, 0.962, -0.369, 0.094, -0.493, -0.065, -0.237, 0.101, 0.095, 0.080, 0.067, -0.279, 0.661, -0.291, -0.045, -0.439, -0.087, -0.054, -0.242, -0.003, -0.057, -0.037, -0.205, 0.119, 0.118, 0.111, 0.122], "e_homo_ev": -8.349, "gap_ha": 0.268, "lumo_energy_ev": -1.05, "charge": 0, "mol_weight_g_mol": 812.52}


Q: Number 3 is which compound?
A: C17H12ClI2N2O9RhS


Q: What is the formula in the second record?
A: C2H2OS